1.
Density functional theory data (the ωB97M-V functional and the def2-TZVPD basis) for a 2-piece molecular cluster, C4H4 overall in a non-equilibrium geometry.

Orbital gap, Ha: 0.39821
Lowest unoccupied orbital energy, hartree: 0.0377
Energy relative to the best compared isomer or geometry (same formula, charge and spin), kJ/mol: 302.2
SMILES string: C#C.C#C

Last column: natural (NBO) charge in e.
Atoms and positions in Å:
C1 -1.07691 0.52003 -0.00190  -0.26
C2 2.16898 0.00522 0.13476  -0.27
C3 -2.02119 -0.23847 0.00278  -0.28
C4 1.07480 -0.53502 -0.11524  -0.24
H1 -0.38710 1.38705 -0.19334  0.28
H2 -2.94689 -0.83752 0.36427  0.27
H3 3.05597 0.65912 0.01281  0.25
H4 0.13235 -0.96041 -0.20413  0.25

2.
Density functional theory data (the ωB97M-V functional and the def2-TZVPD basis) for a 15-piece molecular cluster, C4H40N2O14 overall in a non-equilibrium geometry.

Orbital gap, Ha: 0.33134
Lowest unoccupied orbital energy, hartree: -0.0012
Energy relative to the best compared isomer or geometry (same formula, charge and spin), kJ/mol: 469.3

Last column: natural (NBO) charge in e.
Atoms and positions in Å:
O1 -3.81197 1.29459 2.36468  -0.99
O2 -0.09430 0.63846 -4.23020  -0.96
O3 -0.81951 2.36691 2.33563  -0.98
O4 1.24232 4.18185 2.38428  -0.94
O5 -4.09311 0.48936 -1.45708  -0.98
O6 0.53479 -1.93457 3.47251  -0.96
O7 -2.51933 -4.27283 -1.44727  -0.99
O8 -2.07224 -0.69871 2.77554  -0.98
O9 4.53221 -0.24313 1.38321  -0.96
O10 -2.35713 2.01624 -3.67897  -0.97
O11 -3.25580 -2.01265 -0.76254  -1.02
O12 1.68218 -1.35714 -3.91694  -1.00
O13 2.08372 0.47825 3.35216  -0.98
O14 3.07238 2.42200 1.71636  -1.04
N1 -0.41207 -2.60833 -0.98332  -0.89
N2 2.50493 0.11078 -0.96664  -0.87
C1 1.07642 -0.01954 -1.04318  -0.06
C2 0.59962 1.31019 -1.48698  -0.63
C3 0.33552 -0.60927 0.15269  -0.44
C4 0.48004 -2.20682 0.14505  -0.22
H1 -1.35240 -1.03676 3.32819  0.50
H2 -2.12250 -1.60154 2.24369  0.50
H3 -1.55394 2.30796 -3.25243  0.48
H4 0.50094 -1.79786 4.31681  0.45
H5 -2.72728 -4.22953 -0.52685  0.46
H6 -0.37284 -2.34917 -1.96074  0.38
H7 5.16259 0.04403 0.76883  0.47
H8 -3.70842 -1.23365 -1.14069  0.50
H9 2.23543 1.07178 2.63840  0.50
H10 -5.04141 0.61120 -1.41680  0.48
H11 3.81250 3.16492 1.71531  0.49
H12 -0.55121 1.31267 -1.49833  0.21
H13 2.97494 0.02581 3.64991  0.49
H14 -0.59647 1.46800 2.12945  0.49
H15 1.57697 -2.28348 0.09443  0.16
H16 1.33694 -1.35439 3.16740  0.50
H17 -3.64481 1.77699 1.64275  0.46
H18 2.05290 -0.72589 -3.25262  0.51
H19 0.20091 0.16223 -3.49037  0.48
H20 1.00258 -0.80349 -1.91415  0.17
H21 0.42393 3.72435 2.17939  0.52
H22 0.87141 2.04103 -0.83674  0.21
H23 -0.57433 -3.54897 -1.05357  0.39
H24 -2.94099 -3.40832 -1.74178  0.50
H25 0.20062 -2.84809 0.98643  0.22
H26 -3.05978 0.58086 2.51919  0.50
H27 -2.24962 -1.71384 -0.84804  0.49
H28 1.06623 1.60981 -2.37601  0.22
H29 -0.35792 -0.05949 -4.89530  0.48
H30 2.33172 3.07837 1.87361  0.50
H31 -1.57375 2.12091 2.99086  0.50
H32 -3.81262 0.91916 -2.36954  0.52
H33 2.22265 -1.85928 -4.48418  0.49
H34 1.34975 4.05080 3.28552  0.48
H35 2.94857 -0.71395 -0.63895  0.36
H36 0.96021 -0.34817 1.10032  0.21
H37 -1.89829 1.53517 -4.47702  0.49
H38 4.13160 0.56645 1.78551  0.49
H39 2.82703 0.77028 -0.30893  0.37
H40 -0.76050 -0.37251 -0.04196  0.22

3.
Density functional theory data (the ωB97M-V functional and the def2-TZVPD basis) for a 15-piece molecular cluster, C4H41N2O15 overall in a non-equilibrium geometry.

Orbital gap, Ha: 0.31964
Lowest unoccupied orbital energy, hartree: -0.0954
Net charge: +1
Energy relative to the best compared isomer or geometry (same formula, charge and spin), kJ/mol: 547.6

Last column: natural (NBO) charge in e.
Atoms and positions in Å:
O1 1.75466 0.73905 2.89478  -0.99
O2 -3.69358 -1.52607 -1.83430  -0.94
O3 -1.85044 1.81498 2.48433  -0.98
O4 -2.15376 1.92142 -0.65671  -0.98
O5 0.88146 -1.66232 2.48859  -0.99
O6 -2.06680 -1.53201 1.87282  -0.95
O7 -3.00823 -3.83356 -0.41759  -0.97
O8 3.14921 4.08863 0.03147  -0.97
O9 -1.44435 -0.56612 -2.39755  -1.00
O10 -0.86340 3.37248 -2.54121  -0.97
O11 -1.08925 -0.13064 4.08336  -1.01
O12 3.74359 -1.87085 -0.52330  -0.92
O13 0.47866 3.12449 2.22810  -0.99
O14 0.31413 -3.85483 -2.33783  -0.96
O15 1.20439 2.15326 -0.61071  -0.75
N1 -0.52959 0.08970 0.13195  -0.75
N2 0.45461 -2.56977 -0.07630  -0.91
C1 0.95347 -0.21203 -0.39758  -0.04
C2 2.70402 0.75422 -2.01301  -0.65
C3 1.25669 0.99202 -1.38555  0.10
C4 0.97271 -1.59778 -0.97735  -0.26
H1 3.43676 -2.20450 -1.40218  0.47
H2 2.95930 4.28851 -0.86219  0.49
H3 -1.15704 3.39442 -3.43770  0.51
H4 -2.36169 -3.16107 -0.14096  0.50
H5 -2.81165 -1.64552 2.29976  0.47
H6 -1.82073 2.46811 -1.35396  0.47
H7 0.60117 3.62217 3.04991  0.51
H8 0.30766 -1.43090 -1.89440  0.19
H9 -2.34899 -1.02666 -2.36741  0.51
H10 3.14465 1.68028 -2.26241  0.22
H11 0.74744 -2.37861 3.05972  0.49
H12 1.85391 -1.73280 -1.57418  0.19
H13 -1.01776 2.26045 2.23991  0.51
H14 -0.24068 -4.52652 -2.78240  0.48
H15 2.80374 0.98996 3.05469  0.49
H16 1.73042 -0.16891 0.49130  0.25
H17 -1.29426 4.02853 -1.97256  0.49
H18 1.28958 3.29641 1.65203  0.53
H19 -1.53444 -1.27122 2.56546  0.50
H20 1.44636 -0.97383 2.78788  0.51
H21 -1.28905 0.49708 3.27062  0.49
H22 -3.10322 1.88675 -0.84816  0.49
H23 -1.31283 0.39732 4.81663  0.47
H24 1.32791 1.57412 2.58747  0.50
H25 -3.72283 -2.02472 -0.98598  0.51
H26 -2.57163 2.33387 2.72424  0.50
H27 0.44669 2.66947 -0.76626  0.48
H28 3.43940 0.52412 -1.29585  0.23
H29 2.56523 0.07450 -2.85716  0.22
H30 -0.21862 -3.00017 -2.44965  0.48
H31 3.63230 -2.62225 -0.02317  0.47
H32 0.84256 -2.40408 0.83454  0.40
H33 0.59096 -3.57183 -0.34964  0.41
H34 -1.10501 0.06952 -0.67614  0.46
H35 3.64963 3.28168 0.21435  0.49
H36 -0.50832 0.86617 0.62580  0.40
H37 -1.66017 0.35742 -2.48316  0.47
H38 -3.55406 -4.09594 0.37112  0.49
H39 -0.79975 -0.82433 0.74239  0.50
H40 0.49503 0.98643 -2.26303  0.18
H41 -4.04617 -2.17766 -2.38569  0.49

4.
Density functional theory data (the ωB97M-V functional and the def2-TZVPD basis) for C4H44B9Ca2O as an isolated structure in a non-equilibrium geometry.

Orbital gap, Ha: 0.12294
Lowest unoccupied orbital energy, hartree: 0.3374
Net charge: -5
Energy relative to the best compared isomer or geometry (same formula, charge and spin), kJ/mol: 0.0

Last column: natural (NBO) charge in e.
Atoms and positions in Å:
Ca1 0.30539 -1.92342 0.68078  1.82
Ca2 1.62749 2.64492 0.80380  1.81
O1 -5.22078 0.87345 -0.62610  -0.57
C1 -3.47577 1.32220 0.87982  -0.46
C2 -4.93712 2.24296 -0.74498  -0.05
C3 -4.07388 0.21178 -0.00444  -0.07
C4 -4.07417 2.66912 0.47326  -0.44
B1 4.97690 0.64836 -0.13274  -0.73
B2 2.40065 2.37390 -1.69043  -0.74
B3 -1.36912 -3.07622 -2.44235  -0.67
B4 2.38737 -2.13638 -0.93116  -0.78
B5 0.03635 0.52959 0.60680  -0.80
B6 1.33119 -1.80128 3.21816  -0.74
B7 1.29270 -0.38337 -4.01567  -0.73
B8 1.42228 2.00138 3.21387  -0.84
B9 -1.95870 -2.41934 1.48541  -0.83
H1 0.21023 -0.31973 -4.56000  -0.10
H2 0.43330 2.34403 2.73438  -0.07
H3 -4.80488 3.12514 1.14436  0.17
H4 5.28858 -0.18976 -0.92059  -0.03
H5 -3.72948 0.96915 1.88159  0.21
H6 0.55055 -1.34965 4.00816  -0.05
H7 1.20737 -0.43093 -2.83060  -0.01
H8 1.96891 0.55658 -4.33959  -0.09
H9 -0.39144 0.28536 1.63248  0.01
H10 -2.39251 1.32085 0.77817  0.29
H11 -5.92230 2.72953 -0.76243  0.13
H12 -4.42430 2.46452 -1.69130  0.15
H13 -0.84575 -2.37558 -1.60598  -0.09
H14 -3.35532 3.38526 0.07909  0.21
H15 2.75501 -2.64087 0.04036  -0.08
H16 2.29937 -2.02681 3.89591  -0.06
H17 3.24602 -2.02705 -1.73437  0.00
H18 5.45316 0.27394 0.91821  -0.09
H19 -3.31117 -0.08564 -0.72746  0.22
H20 -1.48795 -1.41461 1.75777  -0.03
H21 1.08496 1.54007 4.25515  0.01
H22 -2.31121 -3.65399 -1.94339  -0.11
H23 1.71670 -1.44291 -4.40915  -0.07
H24 1.51059 -2.77106 -1.29257  -0.04
H25 1.18124 0.46724 0.70923  -0.01
H26 -3.12280 -2.34985 1.77800  -0.07
H27 -0.57032 -3.88560 -2.82469  -0.06
H28 5.36720 1.75248 -0.42183  -0.10
H29 2.12635 2.92655 3.34484  -0.09
H30 1.59004 -1.10827 2.34086  -0.05
H31 1.96700 1.17192 2.63922  0.03
H32 1.82190 3.32540 -1.29522  -0.19
H33 -0.31300 -0.09972 -0.28661  0.00
H34 -1.77149 -2.44476 -3.37726  -0.06
H35 3.54407 2.65839 -1.53439  -0.02
H36 2.12023 1.47438 -1.02831  -0.02
H37 -0.24112 1.64713 0.40695  -0.11
H38 -1.45339 -3.20978 2.15756  -0.03
H39 3.76105 0.64551 -0.04089  -0.03
H40 1.96908 -1.11564 -0.64738  -0.05
H41 0.86133 -2.79996 2.90637  -0.07
H42 -4.49029 -0.65399 0.49684  0.20
H43 -1.79014 -2.64151 0.38421  -0.01
H44 2.02384 2.19657 -2.78973  0.04

5.
Density functional theory data (the ωB97M-V functional and the def2-TZVPD basis) for C4H4AlO as an isolated structure in a non-equilibrium geometry.

Orbital gap, Ha: 0.15884
Lowest unoccupied orbital energy, hartree: -0.2959
Net charge: +1
Energy relative to the best compared isomer or geometry (same formula, charge and spin), kJ/mol: 147.3

Last column: natural (NBO) charge in e.
Atoms and positions in Å:
Al1 2.48916 -1.03448 -0.21092  1.84
O1 1.81169 0.15499 -0.87194  -0.99
C1 0.66578 0.75450 -0.85774  0.20
C2 -1.50219 0.35916 0.19096  -0.06
C3 -0.55190 0.12025 -0.83980  -0.31
C4 -1.93496 0.22774 1.33449  -0.16
H1 0.66848 1.81466 -0.54870  0.20
H2 -2.67868 0.23069 2.11334  0.26
H3 -0.56989 -0.87906 -1.28794  0.22
H4 1.60252 -1.74846 0.97825  -0.20

6.
Density functional theory data (the ωB97M-V functional and the def2-TZVPD basis) for C4H4Br2O as an isolated structure in a non-equilibrium geometry.

Orbital gap (alpha / beta), Ha: 0.31110 / 0.31108
Lowest unoccupied orbital energy (alpha / beta), hartree: -0.0121 / -0.0121
Energy relative to the best compared isomer or geometry (same formula, charge and spin), kJ/mol: 199.8

Last column: natural (NBO) charge in e.
Atoms and positions in Å:
Br1 1.47965 1.85858 -0.01325  0.04
Br2 2.49376 -1.07991 0.79548  0.06
O1 -0.22200 -1.37861 -2.04075  -0.44
C1 -0.40410 -0.18922 0.99017  -0.30
C2 0.42093 -0.43914 -1.73610  0.53
C3 -1.54002 0.49898 0.84253  -0.37
C4 0.91668 0.01603 0.25988  -0.33
H1 1.22259 0.10362 -2.17534  0.15
H2 -2.53411 0.25984 1.24288  0.23
H3 -0.33321 -0.99237 1.79680  0.23
H4 -1.50016 1.34220 0.03770  0.20

7.
Density functional theory data (the ωB97M-V functional and the def2-TZVPD basis) for C4H4Br4O as an isolated structure in a non-equilibrium geometry.

Orbital gap, Ha: 0.31014
Lowest unoccupied orbital energy, hartree: -0.0057

Last column: natural (NBO) charge in e.
Atoms and positions in Å:
Br1 2.68161 0.49026 -2.44821  0.15
Br2 3.19572 -2.60542 -0.98512  0.16
Br3 3.07252 -1.27784 1.88240  0.06
Br4 2.80657 1.79155 0.40199  0.12
O1 0.90661 -1.84961 0.15340  -0.54
C1 0.46198 0.39875 -0.55068  -0.53
C2 2.24114 -1.51418 0.14477  0.02
C3 0.12735 -0.71741 0.47347  -0.07
C4 1.91297 0.59569 -0.75262  -0.24
H1 0.12663 0.06896 -1.44921  0.23
H2 -0.83101 -1.04449 0.30280  0.21
H3 0.52439 -0.24685 1.41379  0.20
H4 -0.02710 1.44320 -0.19981  0.24

8.
Density functional theory data (the ωB97M-V functional and the def2-TZVPD basis) for a 2-piece molecular cluster, C4H4BrF3 overall in a non-equilibrium geometry.

Orbital gap (alpha / beta), Ha: 0.33388 / 0.33391
Lowest unoccupied orbital energy (alpha / beta), hartree: -0.0025 / -0.0025
Energy relative to the best compared isomer or geometry (same formula, charge and spin), kJ/mol: 373.0

Last column: natural (NBO) charge in e.
Atoms and positions in Å:
Br1 -2.25336 -1.46978 0.04219  0.01
F1 -0.65444 2.37230 0.26906  -0.33
F2 -3.19151 0.79895 1.06351  -0.32
F3 1.83566 1.01857 -1.07980  -0.33
C1 -0.92385 1.06013 0.11923  0.17
C2 1.42405 -0.86731 0.31554  -0.71
C3 -2.08802 0.42268 0.37862  0.13
C4 0.97214 0.00644 -0.83972  0.40
H1 0.28683 -0.12142 -1.64081  0.21
H2 2.15684 -1.50606 -0.23875  0.23
H3 1.96611 -0.20805 0.94829  0.25
H4 0.46957 -1.50645 0.66263  0.27

| no. | E_tot (hartree) |
| --- | --- |
| 1 | -154.60539 |
| 2 | -1339.13185 |
| 3 | -1414.78909 |
| 4 | -1831.89935 |
| 5 | -472.02605 |
| 6 | -5377.96125 |
| 7 | -10526.00466 |
| 8 | -3028.25060 |